C35H40CsN3O2S5 | ωB97M-V/def2-TZVPD

Summary:
Multiplicity: 1
E_tot, Ha: -3683.72618
Largest force on an atom, eV/Å: 0.17
Total charge: -2
Kohn-Sham gap, hartree: 0.2402
ΔE to the lowest compared entry with this formula, charge and spin, kJ/mol: 1.6

Positions of all 86 atoms, in Å:
Cs  0.207  -0.659  0.324
C  -2.910  2.029  -3.143
C  -2.563  0.547  -3.045
C  -3.776  -0.312  -3.419
C  -1.362  0.135  -3.873
C  -0.975  0.834  -5.006
C  0.091  0.401  -5.785
C  0.775  -0.743  -5.413
C  0.422  -1.464  -4.276
C  1.214  -2.700  -3.900
C  1.019  -3.814  -4.930
C  2.698  -2.385  -3.701
C  -0.661  -1.031  -3.491
N  -1.009  -1.651  -2.288
C  -1.565  -2.849  -2.342
O  -1.848  -3.536  -3.347
C  -1.864  -3.454  -0.973
C  -1.953  -4.837  -0.862
C  -2.151  -5.388  0.394
C  -2.294  -4.550  1.485
C  -2.239  -3.172  1.284
N  -2.017  -2.646  0.079
C  -2.516  -2.262  2.483
O  -2.883  -2.844  3.526
N  -2.361  -0.964  2.269
C  -2.860  -0.122  3.274
C  -2.006  0.808  3.907
C  -2.504  1.664  4.881
C  -3.842  1.641  5.245
C  -4.692  0.763  4.591
C  -4.231  -0.108  3.612
C  -5.243  -0.979  2.889
C  -6.274  -0.120  2.151
C  -5.925  -1.963  3.840
C  -0.568  0.951  3.448
C  0.424  1.341  4.543
C  -0.527  1.988  2.318
H  -3.700  2.274  -2.429
H  -3.277  2.294  -4.138
H  -2.046  2.661  -2.924
H  -2.324  0.312  -2.004
H  -4.083  -0.093  -4.447
H  -4.620  -0.105  -2.756
H  -3.536  -1.373  -3.359
H  -1.510  1.731  -5.293
H  0.384  0.953  -6.670
H  1.609  -1.084  -6.019
H  0.819  -3.057  -2.948
H  1.400  -3.506  -5.909
H  -0.042  -4.049  -5.014
H  1.558  -4.718  -4.629
H  3.161  -2.040  -4.629
H  3.239  -3.277  -3.373
H  2.842  -1.605  -2.951
H  -1.858  -5.428  -1.763
H  -2.200  -6.465  0.519
H  -2.471  -4.906  2.490
H  -1.835  2.363  5.368
H  -4.216  2.306  6.014
H  -5.747  0.755  4.847
H  -4.712  -1.556  2.135
H  -6.861  0.486  2.847
H  -6.968  -0.752  1.590
H  -5.784  0.557  1.449
H  -6.504  -1.432  4.602
H  -5.171  -2.579  4.329
H  -6.611  -2.615  3.291
H  -0.248  -0.021  3.061
H  0.253  2.359  4.902
H  1.440  1.301  4.145
H  0.355  0.663  5.397
H  -0.822  2.964  2.713
H  -1.246  1.736  1.533
H  0.477  2.082  1.894
C  2.581  4.304  3.434
S  4.309  4.277  2.904
C  4.751  2.642  3.346
C  4.293  1.506  2.747
S  3.192  1.320  1.455
S  4.944  0.042  3.491
C  5.959  0.744  4.693
S  6.909  -0.130  5.736
S  5.859  2.450  4.693
H  2.177  5.282  3.169
H  2.500  4.158  4.510
H  2.032  3.526  2.907

Partial charges, Löwdin, in e: 0.9498, -0.0886, -0.3754, -0.0486, -0.1377, -0.0568, -0.1059, -0.0605, -0.1376, -0.3748, -0.0675, -0.0673, -0.1905, -0.0085, -0.5396, -0.0281, -0.2036, -0.0197, -0.0696, -0.0183, -0.2086, 0.0619, -0.5319, -0.0275, 0.0605, -0.1715, -0.1403, -0.0601, -0.1077, -0.0659, -0.1366, -0.3736, -0.0717, -0.0716, -0.3994, -0.0681, -0.1287, 0.0731, 0.0659, 0.0791, 0.1213, 0.0802, 0.0753, 0.0688, 0.0932, 0.0852, 0.1000, 0.1184, 0.0687, 0.0688, 0.0712, 0.0669, 0.0716, 0.0801, 0.1053, 0.0952, 0.1041, 0.0960, 0.0838, 0.0976, 0.1181, 0.0646, 0.0693, 0.0796, 0.0654, 0.0679, 0.0709, 0.0666, 0.0652, 0.0601, 0.0862, 0.0849, 0.0551, 0.0035, -0.4080, 0.7660, -1.0379, -1.2107, 0.4042, 0.8735, -1.5523, 0.4179, 0.8591, 0.0276, 0.0375, -0.0143

***

C35H40FN6O8RuSe3Te | ωB97M-V/def2-TZVPD

Summary:
Multiplicity: 6
E_tot, Ha: -9955.23276
Largest force on an atom, eV/Å: 0.71
Total charge: -2
⟨S²⟩: 8.78
Kohn-Sham gap (spin up / spin down), hartree: 0.1852 / 0.2039
ΔE to the lowest compared entry with this formula, charge and spin, kJ/mol: 52.7

Positions of all 95 atoms, in Å:
Ru  0.722  0.811  -0.509
Se  3.368  3.621  0.294
Se  3.905  2.204  -2.126
C  3.786  0.498  -1.347
C  4.794  -0.419  -1.695
C  4.905  -1.616  -1.039
C  4.012  -1.895  -0.010
C  3.003  -0.999  0.227
N  2.849  0.172  -0.430
C  1.754  4.110  -0.554
C  1.431  5.469  -0.693
C  0.299  5.833  -1.385
C  -0.498  4.838  -1.948
C  -0.127  3.526  -1.748
N  0.962  3.165  -1.058
H  5.483  -0.132  -2.476
H  5.679  -2.325  -1.310
H  4.055  -2.812  0.559
H  2.253  -1.230  0.969
H  2.091  6.205  -0.258
H  0.038  6.880  -1.497
H  -1.388  5.069  -2.518
H  -0.721  2.714  -2.149
C  -5.018  0.635  -0.918
C  -3.769  -0.241  -0.976
C  -3.750  -1.030  -2.286
C  -3.773  -1.197  0.223
N  -2.633  0.692  -0.962
N  -1.359  0.086  -1.206
H  -5.918  0.018  -0.965
H  -5.021  1.333  -1.758
H  -5.049  1.204  0.014
H  -4.712  -1.526  -2.434
H  -2.967  -1.790  -2.310
H  -3.568  -0.358  -3.126
H  -4.630  -1.874  0.173
H  -3.830  -0.634  1.158
H  -2.878  -1.822  0.252
H  -2.532  1.189  -0.080
H  -1.253  0.023  -2.218
H  -1.326  -0.883  -0.879
C  0.415  -0.277  4.197
C  1.404  0.579  3.731
C  1.499  0.883  2.378
C  0.591  0.346  1.462
C  -0.413  -0.492  1.948
C  -0.498  -0.813  3.297
H  0.352  -0.520  5.251
H  2.111  1.020  4.425
H  2.270  1.563  2.032
H  -1.146  -0.903  1.267
H  -1.281  -1.480  3.643
F  -2.962  6.806  -0.869
C  -3.456  5.778  -0.161
C  -2.681  5.070  0.670
N  -3.172  4.023  1.412
C  -2.253  3.302  2.308
C  -0.928  3.027  1.557
O  0.060  3.665  1.917
O  -1.051  2.194  0.614
C  -4.483  3.633  1.323
O  -4.983  2.732  1.969
N  -5.239  4.369  0.421
C  -4.855  5.454  -0.354
O  -5.640  6.027  -1.085
H  -1.624  5.274  0.794
H  -2.747  2.376  2.589
H  -2.062  3.909  3.193
H  -6.198  4.067  0.330
O  0.888  0.721  -2.729
Se  0.874  -0.902  -3.142
O  2.157  -1.354  -4.003
O  0.911  -1.532  -1.592
O  -0.556  -1.255  -3.825
C  5.225  -6.157  1.131
C  3.905  -5.581  0.692
C  3.613  -5.394  -0.649
C  2.404  -4.847  -1.077
C  2.195  -4.614  -2.544
C  1.448  -4.488  -0.116
Te  -0.440  -3.781  -0.717
C  1.735  -4.642  1.253
C  0.773  -4.226  2.331
C  2.955  -5.195  1.630
H  5.864  -6.369  0.273
H  5.088  -7.088  1.687
H  5.759  -5.463  1.784
H  4.353  -5.661  -1.397
H  2.953  -5.139  -3.127
H  2.266  -3.547  -2.779
H  1.205  -4.946  -2.860
H  0.421  -3.206  2.174
H  1.251  -4.282  3.310
H  -0.113  -4.867  2.345
H  3.172  -5.309  2.688

Partial charges, Löwdin, in e: 1.4423, 0.5550, 0.6145, -0.7300, -0.1376, -0.0666, -0.0624, -0.1447, -0.0657, -0.7864, -0.1313, -0.0962, -0.0853, -0.1485, -0.0550, 0.0828, 0.1023, 0.0867, 0.0945, 0.0825, 0.0986, 0.0982, 0.0957, -0.0515, -0.6209, -0.0437, -0.0477, -0.0328, -0.0425, 0.0787, 0.0827, 0.0553, 0.0785, 0.0644, 0.0908, 0.0809, 0.0843, 0.0228, 0.0759, 0.0358, 0.0121, -0.1200, -0.0956, -0.1311, -0.2984, -0.1300, -0.1182, 0.0843, 0.0942, 0.0407, 0.0525, 0.0956, 0.0713, -0.1884, 0.0655, 0.0267, -0.0189, -0.6619, 0.0180, -0.1201, -0.4804, 0.0525, 0.2153, -0.4113, 0.0681, 0.1469, 0.1203, 0.1265, 0.1620, -0.5947, 0.7104, -0.4654, -0.6727, -0.4952, -0.0626, -0.2972, -0.0371, -0.3158, -0.0848, -0.5176, 1.0958, -0.3255, -0.1037, -0.0428, 0.0669, 0.0718, 0.0755, 0.1091, 0.0732, 0.0567, 0.0416, 0.0320, 0.0716, 0.0674, 0.1107